(1)
Entry from the OMol25 dataset: an isolated molecule of C27H48O3 in a non-equilibrium geometry (wB97M-V/def2-TZVPD).

The geometry in XYZ format:
```
78
Properties=species:S:1:pos:R:3
C -7.26 -2.02 -1.33
H -8.33 -2.04 -1.16
H -7.07 -1.28 -2.11
H -6.95 -2.99 -1.70
C -6.52 -1.67 -0.05
C -6.95 -2.62 1.07
H -8.02 -2.56 1.24
H -6.70 -3.64 0.81
H -6.44 -2.37 2.00
C -5.00 -1.73 -0.22
C -4.40 -0.79 -1.26
C -4.61 0.70 -0.97
H -4.37 1.27 -1.87
H -5.67 0.86 -0.77
C -3.79 1.24 0.22
C -4.62 2.31 0.94
H -5.56 1.89 1.30
H -4.86 3.12 0.25
H -4.08 2.72 1.78
H -3.65 0.41 0.92
C -2.40 1.82 -0.13
C -1.88 1.64 -1.57
H -2.13 0.65 -1.96
H -2.33 2.37 -2.24
C -0.36 1.81 -1.48
H 0.14 0.95 -1.92
H -0.03 2.69 -2.04
C -0.03 1.96 0.01
C 1.34 1.40 0.45
C 2.46 2.09 -0.34
H 2.30 1.98 -1.41
C 3.85 1.54 0.01
O 4.83 2.14 -0.80
H 4.78 1.73 -1.67
H 4.11 1.79 1.03
C 3.87 0.00 -0.18
C 5.28 -0.55 0.09
H 5.60 -0.27 1.09
C 5.37 -2.07 -0.10
C 4.26 -2.78 0.68
H 4.49 -2.74 1.75
C 2.87 -2.19 0.41
H 2.15 -2.73 1.02
H 2.62 -2.36 -0.64
C 2.80 -0.69 0.73
C 3.09 -0.47 2.22
H 4.12 -0.67 2.46
H 2.47 -1.14 2.81
H 2.87 0.55 2.52
C 1.40 -0.13 0.36
C 0.27 -0.69 1.23
C -1.09 -0.20 0.73
H -1.24 -0.57 -0.28
C -1.22 1.32 0.74
C -1.35 1.84 2.18
H -1.46 2.92 2.19
H -0.47 1.59 2.76
H -2.22 1.40 2.67
H -1.86 -0.65 1.36
H 0.41 -0.38 2.26
H 0.27 -1.78 1.20
H 1.18 -0.44 -0.67
H 4.26 -3.83 0.38
H 6.34 -2.42 0.27
O 5.35 -2.42 -1.46
H 4.66 -1.89 -1.88
H 5.97 -0.07 -0.62
O 3.62 -0.27 -1.56
H 2.72 0.01 -1.77
H 2.45 3.16 -0.13
H 1.47 1.68 1.50
H -0.02 3.03 0.25
H -2.46 2.90 0.03
H -4.84 -1.02 -2.24
H -3.33 -1.01 -1.33
H -4.54 -1.53 0.75
H -4.73 -2.76 -0.49
H -6.80 -0.65 0.25
```

HOMO energy = -9.58 eV
Lowest unoccupied orbital energy = 0.6 eV
Net charge = 0
Structure (SMILES) = CC(C)CCC[C@H](C)[C@@H]1CC[C@@H]2[C@@H]3C[C@H](O)[C@@]4(O)C[C@H](O)CC[C@]4(C)[C@H]3CC[C@@]21C
Orbital gap = 10.2 eV

=====

(2)
Entry from the OMol25 dataset: a structure of composition C39H46MnP2 in a non-equilibrium geometry (wB97M-V/def2-TZVPD).

The geometry in XYZ format:
```
88
Properties=species:S:1:pos:R:3
Mn -0.28 1.56 0.67
C -1.62 1.15 -3.18
C -1.63 -0.16 -2.88
C -1.06 -1.25 -3.73
C 0.28 -0.92 -4.40
C 1.23 -0.07 -3.61
C 1.33 1.26 -3.62
C 0.42 2.20 -4.31
C -1.05 1.76 -4.42
C 1.47 -0.13 2.24
H -2.28 1.85 -2.66
H -2.33 -0.54 -2.12
H -1.80 -1.48 -4.51
H -0.96 -2.16 -3.13
H 0.78 -1.88 -4.59
H 0.06 -0.48 -5.39
H 2.02 -0.67 -3.16
H 2.26 1.74 -3.33
H 0.79 2.40 -5.33
H 0.46 3.17 -3.79
H -1.63 2.69 -4.59
H -1.20 1.12 -5.30
H 0.56 0.53 2.21
H 2.13 0.21 3.06
H 1.11 -1.16 2.42
P -1.41 -1.00 0.55
P 2.43 -0.14 0.74
C 0.07 -1.40 -0.44
C 1.35 -0.89 -0.46
C -2.37 -2.53 0.64
C -2.69 -3.29 -0.50
C -3.51 -4.41 -0.36
C -3.99 -4.80 0.90
C -3.62 -4.07 2.04
C -2.80 -2.95 1.93
C -2.57 0.28 -0.09
C -2.03 1.58 -0.45
C -2.81 2.75 -0.31
C -4.19 2.63 -0.24
C -4.75 1.35 -0.18
C -3.97 0.19 -0.07
C 3.95 -1.11 0.89
C 3.80 -2.48 1.19
C 4.91 -3.30 1.42
C 6.20 -2.76 1.28
C 6.37 -1.43 0.84
C 5.25 -0.62 0.63
C 2.84 1.57 0.35
C 2.98 2.62 1.29
C 3.16 3.94 0.87
C 3.22 4.24 -0.50
C 3.13 3.21 -1.44
C 3.02 1.89 -1.01
H -0.11 -2.28 -1.08
H 1.98 -1.24 -1.29
H -2.30 -3.01 -1.48
H -3.77 -5.00 -1.24
H -4.64 -5.68 0.99
H -3.97 -4.38 3.02
H -2.49 -2.38 2.81
H -1.06 1.67 -1.03
H -2.30 3.72 -0.32
H -4.82 3.52 -0.23
H -5.84 1.26 -0.18
H -4.45 -0.78 0.05
H 2.80 -2.92 1.24
H 4.77 -4.35 1.71
H 7.07 -3.38 1.48
H 7.38 -1.04 0.67
H 5.40 0.39 0.24
H 2.93 2.39 2.35
H 3.25 4.74 1.60
H 3.32 5.28 -0.84
H 3.14 3.46 -2.52
H 3.03 1.07 -1.74
C -0.43 0.13 4.72
C -1.54 0.47 3.71
C -2.85 0.63 4.50
C -1.20 1.67 2.79
H -0.09 1.03 5.25
H 0.45 -0.34 4.26
H -0.80 -0.58 5.48
H -1.67 -0.43 3.07
H -2.84 1.56 5.09
H -3.73 0.64 3.83
H -2.99 -0.20 5.21
H -2.13 2.22 2.56
H -0.51 2.34 3.31
```

HOMO energy (alpha / beta) = -5.11 / -4.77 eV
Expectation value of S² = 8.928
Multiplicity = 6
Lowest unoccupied orbital energy (alpha / beta) = 0.2 / 0.1 eV
Net charge = 0
Orbital gap (alpha / beta) = 5.3 / 4.8 eV

=====

(3)
Entry from the OMol25 dataset: a structure of composition C25H36Ge2IrNO11P2 in a non-equilibrium geometry (wB97M-V/def2-TZVPD).

The geometry in XYZ format:
```
78
Properties=species:S:1:pos:R:3
Ir -0.32 -0.25 0.66
O -0.65 -1.70 -3.35
C -0.86 -1.52 -2.18
O -0.97 -0.36 -1.60
C -1.11 -2.66 -1.20
C -1.34 -3.98 -1.56
C -1.71 -4.87 -0.56
C -1.82 -4.44 0.75
C -1.54 -3.11 1.02
N -1.19 -2.27 0.06
C -1.70 -2.43 2.41
O -2.01 -3.09 3.37
O -1.50 -1.17 2.37
H -1.25 -4.26 -2.60
H -1.91 -5.90 -0.82
H -2.13 -5.09 1.55
C -0.29 2.79 -4.67
C -0.03 1.56 -3.82
Ge -0.11 1.86 -1.75
C 1.41 3.11 -1.05
C 1.50 4.41 -1.83
C -1.89 2.89 -1.70
C -2.78 2.79 -0.73
Ge -2.42 1.17 0.60
C -3.81 -0.24 -0.01
C -5.29 0.07 0.00
C -2.21 2.05 2.50
C -3.44 2.30 3.34
C -3.96 3.61 -0.50
C -4.16 4.78 -1.25
C -5.33 5.50 -1.10
C -6.31 5.10 -0.20
C -6.10 3.97 0.57
C -4.93 3.24 0.42
H -0.22 2.50 -5.72
H 0.43 3.58 -4.49
H -1.29 3.18 -4.51
H 0.97 1.16 -4.00
H -0.76 0.78 -4.02
H 2.33 2.55 -1.09
H 1.17 3.30 -0.01
H 1.84 4.24 -2.85
H 2.22 5.06 -1.34
H 0.54 4.92 -1.86
H -2.03 3.48 -2.59
H -3.60 -1.10 0.63
H -3.49 -0.48 -1.03
H -5.64 0.27 1.01
H -5.83 -0.81 -0.36
H -5.54 0.90 -0.65
H -1.64 2.96 2.33
H -1.57 1.32 2.98
H -4.04 3.13 2.96
H -3.10 2.58 4.34
H -4.04 1.40 3.43
H -3.41 5.11 -1.95
H -5.49 6.38 -1.71
H -7.21 5.67 -0.10
H -6.84 3.66 1.28
H -4.76 2.36 1.03
C 4.08 0.28 3.13
C 3.15 0.57 1.97
O 3.76 1.32 0.94
P 1.74 1.62 2.45
O 2.29 3.09 2.61
O 1.28 1.24 3.92
O 0.60 1.67 1.51
P 2.45 -1.00 1.27
O 1.30 -1.26 2.44
O 3.42 -2.10 1.24
O 1.69 -0.66 0.00
H 4.64 1.17 3.41
H 4.77 -0.51 2.86
H 3.50 -0.06 3.99
H 4.41 0.77 0.48
H 3.21 3.21 2.85
H 0.70 0.48 3.97
H 1.37 -2.16 2.77
```

HOMO energy (alpha / beta) = -11.06 / -11.06 eV
Expectation value of S² = 0.764
Multiplicity = 2
Lowest unoccupied orbital energy (alpha / beta) = -5.6 / -5.3 eV
Net charge = +1
Orbital gap (alpha / beta) = 5.4 / 5.8 eV

=====

(4)
Entry from the OMol25 dataset: a structure of composition C31H68BrF13GaO11 in a non-equilibrium geometry (wB97M-V/def2-TZVPD).

The geometry in XYZ format:
```
125
Properties=species:S:1:pos:R:3
C 6.96 -2.42 2.03
C 7.87 -1.40 1.12
C 7.93 0.15 1.67
Br 6.84 0.47 3.33
Ga 7.41 1.38 0.09
C 5.40 1.36 -0.40
C 4.55 0.12 0.34
C 3.04 0.06 -0.38
F 2.63 1.39 -0.88
F 3.28 -0.77 -1.63
C 1.93 -0.76 0.47
F 2.58 -1.94 1.16
F 1.03 -1.42 -0.56
C 0.93 0.10 1.43
F -0.07 -0.90 1.95
F 0.12 1.00 0.56
C 1.58 0.79 2.75
F 0.54 0.64 3.84
F 2.77 0.04 3.31
C 2.04 2.34 2.66
F 2.59 2.69 4.03
F 3.18 2.61 1.72
C 0.90 3.46 2.35
F -0.50 3.05 2.56
F 1.02 3.79 0.88
F 1.26 4.74 3.05
C 8.00 3.36 0.38
C 6.93 4.21 1.32
O 7.03 4.12 2.66
O 5.88 5.10 0.78
H 7.39 -2.50 3.12
H 7.02 -3.48 1.55
H 5.84 -2.06 2.02
H 8.99 -1.77 1.00
H 7.43 -1.37 0.01
H 9.06 0.37 1.97
H 8.20 0.82 -1.21
H 5.29 1.17 -1.55
H 4.94 2.41 -0.17
H 5.06 -0.92 0.12
H 4.50 0.41 1.47
H 9.06 3.39 0.94
H 8.19 3.92 -0.65
H 5.15 4.57 0.32
C -1.08 3.98 5.94
C -0.50 5.33 6.30
O -0.53 5.51 7.71
H -2.11 3.89 6.30
H -1.07 3.82 4.86
H -0.51 3.17 6.42
H -1.08 6.13 5.84
H 0.54 5.41 5.96
H 0.00 4.80 8.11
C -1.89 -1.58 -3.28
C -1.42 -3.00 -3.05
O -0.01 -3.02 -2.86
H -1.39 -1.14 -4.15
H -2.97 -1.54 -3.43
H -1.63 -0.94 -2.42
H -1.66 -3.62 -3.92
H -1.90 -3.44 -2.17
H 0.19 -2.47 -2.08
C -5.19 1.98 -4.39
C -4.56 0.94 -5.30
O -4.72 -0.35 -4.73
H -4.73 1.96 -3.40
H -5.07 2.99 -4.81
H -6.26 1.78 -4.25
H -3.49 1.13 -5.42
H -5.03 0.95 -6.29
H -5.68 -0.52 -4.63
C -9.59 1.00 -1.33
C -8.24 0.76 -1.97
O -8.22 1.29 -3.29
H -10.39 0.54 -1.92
H -9.62 0.60 -0.32
H -9.81 2.08 -1.29
H -8.03 -0.32 -2.03
H -7.44 1.23 -1.39
H -8.39 2.24 -3.22
C 0.77 -4.70 0.92
C -0.60 -4.85 0.29
O -1.54 -4.02 0.96
H 0.73 -4.97 1.98
H 1.50 -5.34 0.42
H 1.11 -3.66 0.87
H -0.95 -5.88 0.36
H -0.57 -4.56 -0.77
H -1.22 -3.10 0.88
C -4.33 -2.24 1.52
C -3.92 -1.10 0.60
O -5.02 -0.23 0.40
H -5.17 -2.80 1.10
H -3.49 -2.93 1.68
H -4.65 -1.85 2.49
H -3.62 -1.49 -0.38
H -3.09 -0.53 1.02
H -5.28 0.12 1.27
C 1.37 -5.56 -5.76
C 1.78 -4.43 -6.68
O 0.68 -3.55 -6.88
H 0.53 -6.12 -6.18
H 2.21 -6.25 -5.60
H 1.05 -5.18 -4.79
H 2.08 -4.82 -7.65
H 2.61 -3.86 -6.26
H 0.42 -3.21 -6.01
C -12.17 1.78 -5.01
C -11.34 0.70 -5.68
O -10.10 1.25 -6.11
H -12.35 2.61 -5.69
H -13.13 1.37 -4.68
H -11.64 2.18 -4.14
H -11.86 0.32 -6.56
H -11.15 -0.13 -5.00
H -9.64 1.58 -5.32
C 7.24 0.13 7.94
C 8.59 -0.12 7.30
O 8.61 0.42 5.99
H 6.44 -0.33 7.35
H 7.21 -0.27 8.96
H 7.02 1.20 7.99
H 8.79 -1.19 7.24
H 9.39 0.36 7.88
H 8.43 1.37 6.05
```

HOMO energy = -5.47 eV
Lowest unoccupied orbital energy = 0.8 eV
Net charge = -1
Orbital gap = 6.3 eV

=====

(5)
Entry from the OMol25 dataset: a cluster of 2 separate species, C3H5NOS in total in a non-equilibrium geometry (wB97M-V/def2-TZVPD).

The geometry in XYZ format:
```
11
Properties=species:S:1:pos:R:3
C -0.18 -0.92 -0.53
C -1.47 -0.92 -0.01
C 0.54 -1.01 0.60
N -1.54 -0.92 1.29
O -0.24 -0.85 1.63
S 1.34 2.09 -1.18
H 0.07 -0.79 -1.55
H -2.33 -0.77 -0.62
H 1.54 -0.89 0.93
H 2.03 2.54 -0.07
H 0.25 2.43 -0.49
```

HOMO energy = -9.57 eV
Lowest unoccupied orbital energy = 0.7 eV
Net charge = 0
Structure (SMILES) = c1cnoc1.S
Orbital gap = 10.3 eV

=====

(6)
Entry from the OMol25 dataset: a cluster of 16 separate species, H34NO15 in total in a non-equilibrium geometry (wB97M-V/def2-TZVPD).

The geometry in XYZ format:
```
50
Properties=species:S:1:pos:R:3
N -1.37 -1.95 -0.95
H -1.48 -1.69 0.10
H -1.40 -1.01 -1.51
H -0.42 -2.14 -1.31
H -2.16 -2.52 -1.07
H -0.51 0.53 2.85
H -0.44 1.80 2.00
O -0.99 0.98 2.15
H 2.56 -2.58 1.19
H 2.07 -2.32 -0.27
O 2.29 -1.87 0.56
H 1.40 2.80 -1.50
H 0.87 3.28 -2.85
O 0.54 2.89 -2.03
H -2.45 0.56 -3.01
H -1.15 0.91 -2.21
O -1.69 0.18 -2.53
H -0.62 0.07 0.59
H 0.67 -0.52 1.12
O 0.02 -0.56 0.45
H -1.55 -2.70 2.96
H -0.67 -2.02 1.81
O -0.65 -2.62 2.59
H -0.09 -1.29 3.46
H 0.48 -0.23 4.51
O 0.52 -0.56 3.65
H -2.45 0.44 1.25
H -3.08 0.06 -0.07
O -2.69 -0.28 0.68
H -0.56 2.59 -0.08
H -1.46 3.72 -0.58
O -1.49 2.86 -0.03
H 1.45 -0.09 -1.09
H 2.80 0.34 -1.01
O 2.15 0.29 -1.75
H -4.44 1.86 0.19
H -3.17 2.45 -0.56
O -3.82 1.73 -0.47
H 1.15 -0.42 -3.14
H 1.13 -0.94 -4.46
O 0.70 -1.12 -3.59
H 1.66 3.20 1.00
H 1.87 1.67 1.27
O 1.22 2.34 0.96
H 3.35 -0.25 2.02
H 1.92 0.01 2.70
O 2.55 0.31 2.20
H 1.97 -2.81 -2.66
H 3.11 -2.36 -1.68
O 2.38 -3.02 -1.85
```

HOMO energy = -13.73 eV
Lowest unoccupied orbital energy = -2.5 eV
Net charge = +1
Orbital gap = 11.2 eV

=====

> Which formula does entry 6 have?

H34NO15